(1)
Molecular formula: C39H39Br2N2O4PSn
Method: DFT, ωB97M-V with the def2-TZVPD basis set

Properties
Energy relative to the best compared isomer or geometry (same formula, charge and spin): 32.74 kcal/mol
Charge: +2
Gap between HOMO and LUMO (alpha / beta): 6.54 / 5.62 eV

Geometry as XYZ:
```
88
Properties=species:S:1:pos:R:3:forces:R:3
Sn 1.5185 -2.5094 -0.4604 0.1 0.0 -0.1
C 0.9417 1.1418 6.5809 0.0 0.0 0.0
C 1.5314 1.9961 5.4418 0.0 -0.1 0.0
C 3.0147 2.2362 5.7227 0.0 0.0 0.0
C 0.8119 3.3552 5.3926 0.0 0.0 0.0
C 1.2992 1.2662 4.1352 -0.1 0.1 0.0
C 2.3538 0.9114 3.2791 0.1 0.0 -0.1
C 2.0931 0.2346 2.1252 -0.1 0.0 0.1
Br 3.5024 -0.1915 0.9664 0.0 0.0 0.0
C 0.7488 -0.1763 1.7584 0.1 0.0 -0.1
O 0.5471 -0.8867 0.7262 -0.2 -0.1 0.1
C -0.3537 0.2738 2.6035 0.1 0.0 0.0
C -0.0268 0.9479 3.7452 0.0 0.1 0.0
C -1.8061 -0.0437 2.2548 0.0 0.0 0.0
C -2.1187 0.2443 0.7772 0.0 0.1 0.0
C -2.7617 0.8006 3.1044 -0.1 0.0 0.0
C -2.0773 -1.5219 2.5760 0.0 0.0 -0.1
H 1.1078 1.6518 7.5300 0.0 0.0 0.0
H 1.4259 0.1653 6.6320 0.0 0.0 0.0
H -0.1317 0.9901 6.4683 0.0 0.0 0.0
H 3.1185 2.7374 6.6843 0.0 0.0 0.0
H 3.4731 2.8791 4.9690 0.0 0.0 0.0
H 3.5774 1.3027 5.7815 0.0 0.0 0.0
H 0.9796 3.8773 6.3348 0.0 0.0 0.0
H -0.2654 3.2543 5.2600 0.0 0.0 0.0
H 1.2030 3.9783 4.5869 0.0 0.0 0.0
H 3.3711 1.1755 3.5259 0.0 0.0 0.0
H -0.8181 1.2757 4.4006 0.0 0.0 0.0
H -1.7909 1.2473 0.4892 0.0 0.0 0.0
H -3.1990 0.2025 0.6306 0.0 0.0 0.0
H -1.6610 -0.4739 0.1037 0.0 0.0 0.0
H -2.5665 1.8698 3.0013 0.0 0.0 0.0
H -2.7181 0.5328 4.1617 0.0 0.0 0.0
H -3.7842 0.6135 2.7764 0.0 0.0 0.0
H -1.4188 -2.1731 2.0044 0.0 -0.1 0.0
H -3.1094 -1.7686 2.3203 0.0 0.0 0.0
H -1.9318 -1.7215 3.6386 0.0 0.0 0.0
Br 1.6918 -4.1354 2.6943 0.0 0.0 0.0
C 0.1187 -4.5156 1.7301 0.0 0.0 0.0
C -0.8329 -5.3947 2.2155 0.0 0.0 0.0
C -1.9826 -5.5780 1.4622 0.0 0.0 0.0
C -2.1535 -4.8795 0.2719 0.0 0.0 0.0
C -1.1485 -4.0291 -0.1323 0.0 -0.1 0.0
N -0.0297 -3.8653 0.5862 -0.1 0.0 0.0
C -1.2523 -3.1978 -1.3949 -0.1 0.1 0.1
O -2.2565 -3.2367 -2.0592 0.0 0.0 -0.1
O -0.2045 -2.4514 -1.6429 0.1 0.1 -0.1
H -0.6729 -5.9128 3.1493 0.0 0.0 0.0
H -2.7467 -6.2608 1.8093 0.0 0.0 0.0
H -3.0376 -4.9775 -0.3414 0.0 0.0 0.0
O 3.7059 -1.4805 -2.4518 0.1 0.0 -0.1
N 2.5345 -1.2577 -3.1340 0.0 0.1 0.1
C 2.5704 -1.3476 -4.3972 0.0 0.0 0.0
C 1.3885 -1.0780 -5.2247 0.0 0.0 0.0
C 1.4196 -1.5434 -6.5324 0.0 0.0 0.0
C 0.3356 -1.3720 -7.3824 0.0 0.0 0.0
C -0.7965 -0.7154 -6.9341 0.0 0.0 0.0
C -0.8413 -0.2229 -5.6382 0.0 0.0 0.0
C 0.2457 -0.3821 -4.7758 -0.1 0.0 0.0
P 0.1176 0.3291 -3.1438 0.0 0.0 0.1
C 1.2949 1.6258 -2.8379 0.0 0.0 -0.1
C 1.4785 2.0537 -1.5221 0.0 0.0 0.0
C 2.3967 3.0529 -1.2500 0.0 0.0 0.0
C 3.1341 3.6176 -2.2833 0.0 0.0 0.0
C 2.9548 3.1882 -3.5926 0.0 0.0 0.0
C 2.0377 2.1900 -3.8761 0.0 0.0 0.0
C -1.5346 0.8634 -2.7772 0.0 0.0 0.0
C -2.5707 -0.0783 -2.8035 0.0 -0.1 0.0
C -3.8647 0.3246 -2.5296 0.0 0.0 0.0
C -4.1295 1.6527 -2.2159 0.0 0.0 0.0
C -3.1008 2.5865 -2.1756 0.0 0.0 0.0
C -1.8014 2.1995 -2.4523 0.1 0.0 0.0
H 4.4284 -1.6442 -3.0844 0.0 0.0 0.0
H 3.4865 -1.6353 -4.9194 0.0 0.0 0.0
H 2.3011 -2.0625 -6.8876 0.0 0.0 0.0
H 0.3792 -1.7548 -8.3928 0.0 0.0 0.0
H -1.6427 -0.5716 -7.5914 0.0 0.0 0.0
H -1.7191 0.3129 -5.3041 0.0 0.0 0.0
H 0.9049 1.6033 -0.7193 0.0 0.0 0.0
H 2.5422 3.3909 -0.2325 0.0 0.0 0.0
H 3.8495 4.4001 -2.0684 0.0 0.0 0.0
H 3.5243 3.6381 -4.3944 0.0 0.0 0.0
H 1.8902 1.8617 -4.8974 0.0 0.0 0.0
H -2.3624 -1.1193 -3.0200 0.0 0.0 0.0
H -4.6675 -0.3999 -2.5547 0.0 0.0 0.0
H -5.1443 1.9629 -2.0040 0.0 0.0 0.0
H -3.3144 3.6201 -1.9400 0.0 0.0 0.0
H -1.0036 2.9309 -2.4358 0.0 0.0 0.0
```
Positions in Å, forces in eV/Å.

These are the Mulliken partial charges, in e, on atoms 1 to 6: Sn 0.748; C -1.511; C 1.755; C -2.172; C -1.534; C -0.467

***

(2)
Molecular formula: C39H39BrF4IrN2P
Method: DFT, ωB97M-V with the def2-TZVPD basis set

Properties
Charge: +2
Gap between HOMO and LUMO: 6.05 eV

Geometry as XYZ:
```
87
Properties=species:S:1:pos:R:3:forces:R:3
Ir -0.2792 0.8039 -0.9623 0.1 0.7 -0.2
C 3.1027 -4.0018 -1.4049 0.0 0.0 0.0
C 2.9296 -2.8258 -0.4341 0.0 0.0 0.0
C 1.6087 -2.9486 0.3229 0.0 -0.1 0.1
C 3.3006 -1.4931 -1.0914 0.1 0.0 -0.1
C 4.6795 -1.3042 -1.2425 -0.1 0.0 0.0
C 5.2173 -0.1689 -1.8066 0.0 0.0 0.0
C 4.3696 0.8323 -2.2548 0.0 0.0 0.0
C 2.9948 0.6963 -2.1479 0.1 0.0 0.0
C 2.1515 1.8623 -2.6340 0.0 0.0 0.0
C 1.0334 1.5630 -3.6421 0.0 0.1 0.3
C 1.6754 2.6793 -1.4403 -0.2 -0.1 -0.3
C 2.4700 -0.4667 -1.5591 -0.2 0.0 -0.1
N 1.0395 -0.5999 -1.5155 0.3 -0.3 0.2
C 0.4853 -1.6733 -2.0220 0.0 0.1 -0.1
C -0.8938 -1.7623 -1.9875 0.0 0.1 0.1
C -1.7853 -2.7216 -2.4413 0.0 0.0 -0.1
C -3.0483 -2.2066 -2.2119 -0.1 -0.1 0.1
C -2.9290 -0.9425 -1.6257 0.1 0.1 -0.2
N -1.5863 -0.6555 -1.4797 -0.2 -0.2 0.1
C -4.1186 -0.0295 -1.4217 0.0 0.0 0.0
C -5.4181 -0.7888 -1.7194 0.0 0.0 -0.1
C -4.2413 0.4725 0.0131 -0.1 0.0 0.0
C -4.0069 1.1134 -2.4460 0.0 0.0 0.1
H 3.1560 -4.9388 -0.8501 0.0 0.0 0.0
H 4.0104 -3.9105 -2.0001 0.0 0.0 0.0
H 2.2576 -4.0883 -2.0928 0.0 0.0 0.0
H 3.7051 -2.9403 0.3284 0.0 0.0 0.0
H 0.7608 -3.1898 -0.3210 0.1 0.0 0.1
H 1.3798 -2.0489 0.8888 0.0 0.0 0.0
H 1.6952 -3.7718 1.0336 0.0 0.0 0.0
H 5.3432 -2.0872 -0.8950 0.0 0.0 0.0
H 6.2891 -0.0635 -1.9072 0.0 0.0 0.0
H 4.7812 1.7241 -2.7115 0.0 0.0 0.0
H 2.8499 2.5191 -3.1571 0.0 0.0 0.0
H 0.1184 1.1460 -3.1805 0.0 -0.1 -0.2
H 1.3518 0.8541 -4.4037 0.0 0.0 0.0
H 0.7192 2.4857 -4.1302 0.0 0.0 0.0
H 0.9884 2.1253 -0.7146 0.1 -0.1 0.4
H 1.1194 3.5780 -1.7056 0.0 0.0 0.0
H 2.4923 2.9303 -0.7639 0.0 0.0 0.0
H 1.1150 -2.4240 -2.4831 -0.1 0.0 0.0
H -1.5301 -3.6600 -2.9079 0.0 0.0 0.0
H -3.9794 -2.6868 -2.4561 0.0 0.0 0.0
H -5.5089 -1.6852 -1.1044 0.0 0.0 0.0
H -5.5009 -1.0721 -2.7687 0.0 0.0 0.0
H -6.2636 -0.1394 -1.4915 0.0 0.0 0.0
H -4.4732 -0.3577 0.6803 0.0 0.0 0.1
H -5.0533 1.1987 0.0841 0.0 0.0 0.0
H -3.3401 0.9404 0.3770 0.3 0.2 0.1
H -3.9857 0.7177 -3.4618 0.0 0.0 0.0
H -3.0980 1.7030 -2.3137 -0.1 -0.1 -0.1
H -4.8642 1.7822 -2.3569 0.0 0.0 0.0
F -0.7212 6.4481 2.9527 0.0 0.0 0.0
C -0.6121 5.1920 2.5974 0.0 0.0 0.0
C -0.0434 4.2670 3.4582 0.0 0.0 0.0
F 0.3851 4.6447 4.6414 0.0 0.0 0.0
C 0.0683 2.9369 3.0704 0.0 0.0 0.0
F 0.5819 2.0887 3.9478 0.0 0.0 0.0
C -0.3632 2.4999 1.8229 0.0 0.0 0.0
P -0.2024 0.7572 1.3075 0.0 -0.2 -0.1
C -1.5140 -0.1604 2.1011 -0.1 0.0 -0.2
C -2.3377 0.4293 3.0567 0.1 0.0 0.1
C -3.3055 -0.3338 3.6928 0.0 0.0 0.0
C -3.4600 -1.6723 3.3616 0.0 0.0 0.0
C -2.6501 -2.2572 2.3927 0.0 0.0 0.0
C -1.6744 -1.5066 1.7623 0.0 0.0 0.0
C 1.3506 0.1446 1.9707 0.0 0.0 0.1
C 1.3241 -0.6995 3.0859 0.0 0.0 0.0
C 2.5109 -1.1601 3.6281 0.0 0.0 0.0
C 3.7265 -0.7832 3.0710 0.0 0.0 0.0
C 3.7580 0.0679 1.9751 0.0 0.0 0.0
C 2.5742 0.5330 1.4277 0.0 0.0 0.0
C -0.9448 3.4543 0.9906 0.0 0.0 0.1
Br -1.6765 2.9435 -0.6813 -0.2 -0.2 0.1
C -1.0756 4.7762 1.3531 0.0 0.0 0.0
F -1.6387 5.6519 0.5374 0.0 0.0 0.0
H -2.2256 1.4731 3.3220 0.0 0.0 0.0
H -3.9368 0.1179 4.4458 0.0 0.0 0.0
H -4.2164 -2.2652 3.8587 0.0 0.0 0.0
H -2.7766 -3.3004 2.1361 0.0 0.0 0.0
H -1.0400 -1.9679 1.0131 0.0 0.0 0.0
H 0.3868 -0.9917 3.5376 0.0 0.0 0.0
H 2.4863 -1.8108 4.4916 0.0 0.0 0.0
H 4.6510 -1.1473 3.4996 0.0 0.0 0.0
H 4.7022 0.3701 1.5419 0.0 0.0 0.0
H 2.6229 1.1860 0.5699 0.0 0.0 0.0
```
Positions in Å, forces in eV/Å.

These are the Mulliken partial charges, in e, on atoms 1 to 6: Ir 0.688; C -1.529; C -0.222; C -1.576; C 0.614; C -0.407